C75H147F7O48 | wB97M-V/def2-TZVPD

Output
**HOMO level**: -9.16 eV
**Kohn-Sham gap**: 9.4 eV

CARTESIAN COORDINATES (ANGSTROEM)
O1 13.45 12.95 23.33
H1 21.97 14.80 20.77
H2 16.05 18.50 21.94
O2 24.72 15.26 29.33
F1 19.57 20.33 21.29
F2 21.15 19.87 32.72
H3 22.78 13.19 27.01
F3 22.19 14.36 32.31
H4 16.37 14.72 23.72
C1 12.63 12.57 22.23
H5 11.25 16.90 25.67
H6 22.15 16.64 28.18
O3 20.67 19.50 30.59
H7 20.79 20.34 25.60
H8 12.53 19.13 21.93
H9 16.55 19.85 26.15
H10 14.61 18.28 32.77
H11 23.61 20.49 25.06
H12 16.31 12.46 24.35
H13 20.26 11.93 26.46
C2 23.69 16.17 34.66
H14 15.07 11.34 29.51
O4 20.60 21.65 30.04
H15 18.53 16.34 22.78
H16 25.29 20.09 27.93
H17 19.15 14.20 25.75
C3 19.36 11.15 28.23
H18 14.53 11.74 31.52
C4 13.00 15.66 28.32
H19 17.13 21.00 28.92
C5 20.11 20.39 29.76
O5 14.27 18.55 19.43
F4 20.02 16.33 30.95
H20 16.88 17.72 16.40
H21 23.32 16.59 24.73
H22 21.81 13.55 22.42
H23 15.21 10.22 22.61
H24 20.11 18.32 27.21
H25 20.72 15.86 27.46
H26 19.79 12.80 16.91
O6 24.83 18.80 30.92
H27 24.10 21.83 27.35
C6 17.70 18.26 17.00
O7 22.64 14.97 30.20
H28 17.80 19.40 27.24
H29 20.34 12.42 33.73
H30 18.39 11.45 27.92
O8 20.93 21.99 21.97
O9 11.01 20.26 22.49
H31 22.42 22.11 30.77
H32 13.34 12.82 32.09
H33 15.31 20.85 27.44
H34 25.46 20.67 29.66
C7 17.86 17.26 30.40
H35 23.60 11.72 27.29
H36 22.48 12.02 30.11
H37 24.98 17.07 23.02
H38 16.02 8.83 23.33
H39 18.96 17.98 22.18
C8 21.83 14.42 23.07
H40 23.49 15.65 20.65
H41 14.30 14.00 25.48
O10 13.40 12.57 26.92
O11 23.59 19.52 23.27
H42 25.89 18.19 29.22
C9 15.11 19.62 31.05
C10 25.77 18.45 25.29
C11 13.96 9.55 24.79
H43 13.16 12.67 21.33
H44 20.83 14.83 23.31
C12 24.89 20.08 28.91
H45 17.92 17.38 31.50
H46 19.65 17.15 14.04
C13 17.29 10.55 23.34
F5 13.54 22.16 22.50
H47 23.31 18.93 20.02
H48 12.95 15.88 25.76
O12 22.70 15.40 22.55
H49 10.42 18.00 24.49
O13 12.52 17.99 24.40
C14 21.65 20.06 31.44
H50 13.48 10.96 29.05
H51 20.61 16.82 21.18
C15 14.14 11.78 29.15
H52 23.96 18.60 33.31
O14 15.26 10.17 24.64
C16 16.49 12.72 23.31
C17 14.10 12.68 31.35
H53 22.37 22.10 28.10
H54 21.08 22.07 32.06
H55 26.13 17.85 32.16
C18 21.75 16.25 27.27
H56 19.00 16.96 25.06
H57 14.03 15.53 28.73
C19 11.29 17.86 25.13
H58 18.60 9.62 30.18
C20 15.87 9.92 23.43
O15 14.14 16.78 18.03
H59 14.86 13.46 31.52
C21 25.13 17.70 31.74
C22 17.14 14.10 23.25
O16 26.11 19.52 25.66
H60 17.64 10.66 24.35
H61 24.10 18.03 29.19
H62 19.51 13.90 33.30
H63 15.45 14.60 19.94
C23 23.62 19.79 21.86
O17 19.66 18.89 24.66
H64 12.05 13.54 24.68
H65 24.15 17.77 21.16
C24 14.57 15.46 18.06
H66 9.27 17.18 28.33
C25 12.83 12.79 24.61
C26 22.06 13.96 31.02
H67 12.22 16.57 30.16
H68 18.55 12.50 33.99
H69 17.12 18.17 26.11
H70 12.37 11.49 22.27
C27 23.86 14.61 29.86
O18 21.73 11.70 27.89
C28 13.17 20.94 22.95
H71 19.85 17.38 29.20
C29 14.46 12.35 27.76
H72 18.14 21.10 23.08
H73 22.85 15.61 34.22
O19 26.37 17.63 24.44
H74 14.47 17.93 24.65
O20 22.07 18.03 21.42
H75 17.96 9.87 22.73
C30 19.51 17.52 24.24
C31 19.05 18.50 16.21
H76 19.32 21.65 24.31
O21 21.67 17.23 26.26
O22 20.48 24.14 21.37
H77 23.23 12.26 31.72
H78 19.52 10.13 27.94
O23 17.11 14.35 28.65
C32 17.62 15.28 29.18
H79 24.64 21.25 23.83
H80 16.36 18.65 32.60
O24 13.72 12.79 30.02
C33 14.55 17.49 19.17
H81 18.87 18.95 15.23
H82 22.33 11.81 25.95
H83 16.31 16.72 22.03
O25 24.63 16.62 33.71
O26 19.45 20.10 28.78
O27 16.97 16.15 30.05
H84 23.17 17.34 32.39
H85 14.32 19.84 28.45
O28 10.04 21.08 24.33
O29 17.26 17.75 23.54
H86 13.63 18.82 25.95
O30 15.85 18.79 27.70
H87 14.70 12.30 25.32
H88 10.69 18.00 28.83
C34 16.22 17.62 22.61
H89 14.58 16.29 26.35
H90 14.07 20.49 23.39
C35 20.87 19.25 25.38
C36 19.53 16.57 14.99
H91 13.58 9.94 25.74
C37 19.40 12.80 33.33
C38 18.61 17.39 23.02
C39 12.01 15.77 29.42
F6 24.52 15.66 25.95
H92 19.56 18.53 18.92
C40 20.29 13.13 16.01
O31 10.70 15.92 28.85
C41 24.34 16.69 25.03
O32 24.57 17.90 25.68
O33 18.88 15.59 29.11
H93 21.36 13.01 16.16
H94 17.36 19.28 17.32
H95 22.95 21.49 23.67
O34 23.54 20.49 28.82
H96 22.42 15.45 26.96
H97 11.33 18.59 25.95
C42 16.13 20.75 29.32
O35 19.04 22.91 22.60
O36 24.09 13.28 30.11
C43 13.58 17.92 25.33
C44 13.94 12.97 25.64
H98 17.13 14.45 22.21
H99 12.41 11.85 24.75
H100 16.31 19.72 35.05
H101 21.68 16.86 19.73
O37 19.86 17.40 16.10
C45 18.18 14.15 25.31
C46 24.97 18.67 29.52
C47 23.68 20.76 23.99
O38 19.86 14.52 15.95
C48 18.64 10.68 30.43
H102 17.84 13.14 25.57
H103 25.03 16.78 31.13
O39 19.13 12.36 32.08
H104 21.67 19.06 24.67
C49 20.15 20.94 22.43
C50 22.93 12.72 30.78
C51 18.98 10.94 31.88
C52 21.66 16.87 20.84
H105 14.84 20.64 35.27
C53 24.11 17.64 32.89
C54 23.35 18.54 21.07
H106 21.40 15.66 15.26
H107 16.67 15.46 18.85
H108 24.61 20.21 21.60
C55 20.14 23.13 21.89
H109 17.59 11.08 30.29
C56 12.28 20.15 21.95
H110 19.96 12.47 15.19
H111 15.28 11.76 27.32
C57 22.53 15.67 21.18
H112 17.57 14.85 25.80
H113 20.43 16.99 23.99
H114 14.69 18.80 30.55
H115 14.21 8.51 24.97
C58 10.10 17.15 29.04
H116 20.77 20.17 22.86
C59 21.53 21.63 31.16
H117 20.99 13.96 30.68
O40 13.05 16.88 27.54
H118 12.71 14.88 27.64
H119 18.85 17.37 19.91
H120 14.99 13.25 27.93
C60 20.33 12.04 27.55
H121 18.17 10.56 32.52
H122 22.24 14.08 24.00
H123 18.46 16.28 15.10
H124 11.93 14.77 29.93
F7 13.46 14.72 18.56
C61 23.44 21.81 28.29
O41 15.36 16.61 19.89
H125 23.23 16.93 35.36
C62 19.22 16.74 29.88
H126 15.35 17.42 23.16
C63 16.91 19.04 26.76
H127 14.71 18.96 34.97
C64 13.57 16.69 26.21
H128 14.43 20.48 31.10
H129 22.78 20.45 21.74
C65 11.01 20.93 23.68
C66 20.39 15.33 14.95
O42 17.90 17.49 18.14
H130 14.81 15.14 17.03
O43 16.29 20.03 30.51
O44 15.21 20.19 33.35
H131 15.63 21.72 29.53
C67 15.35 20.03 28.19
H132 12.17 20.68 21.03
H133 23.84 22.57 28.98
H134 17.51 18.10 29.82
H135 19.70 19.25 16.71
O45 12.24 21.21 24.04
H136 19.91 10.42 32.18
H137 25.69 15.72 23.82
C68 21.05 18.48 26.69
O46 18.35 14.31 23.92
C69 15.29 19.80 34.71
H138 24.30 15.50 35.22
C70 15.35 19.09 32.49
H139 21.66 19.07 27.41
H140 20.30 14.84 13.97
H141 18.02 18.99 19.59
H142 13.27 9.69 23.96
C71 18.59 18.17 19.18
O47 19.54 11.32 29.61
H143 11.76 13.20 22.21
H144 22.63 19.66 31.27
H145 15.54 12.82 22.78
O48 17.36 11.74 22.67
C72 22.71 12.13 26.94
C73 25.35 16.70 23.93
C74 19.09 21.61 23.25
H146 20.14 13.03 27.95
H147 9.74 17.31 30.08
C75 15.66 15.41 19.21